{
  "formula": "C16H14MnN4O6",
  "method": "ωB97M-V/def2-TZVPD",
  "e_tot_ev": -66379.985,
  "orbital_gap_ev": [6.381, 7.016],
  "max_force_ev_per_a": 1.0,
  "e_homo_ev": [-10.8, -10.8],
  "spin_multiplicity": 5,
  "charge": 1,
  "species": ["Mn", "O", "C", "C", "O", "C", "C", "O", "C", "O", "O", "C", "C", "O", "N", "C", "C", "C", "C", "C", "C", "N", "H", "H", "H", "H", "H", "H", "H", "H", "H", "H", "N", "C", "C", "N", "C", "H", "H", "H", "H"],
  "positions_angstrom": [[-0.57, -0.63, 0.02], [-2.46, 4.78, -2.06], [-2.02, 3.75, -1.64], [-0.68, 3.09, -2.04], [0.21, 3.57, -2.68], [-0.70, 1.74, -1.38], [-1.83, 1.64, -0.61], [-1.99, 0.49, 0.08], [-2.70, 2.80, -0.62], [-3.69, 3.02, 0.02], [0.16, 0.80, -1.44], [2.04, -3.58, 1.79], [1.74, -2.31, 1.07], [0.60, -2.13, 0.57], [2.68, -1.39, 0.96], [2.49, -0.10, 0.30], [1.74, 0.86, 1.19], [2.37, 1.91, 1.82], [1.63, 2.77, 2.62], [0.28, 2.54, 2.78], [-0.30, 1.48, 2.11], [0.41, 0.65, 1.33], [1.13, -4.14, 1.95], [2.52, -3.38, 2.74], [2.73, -4.19, 1.18], [3.57, -1.58, 1.40], [1.96, -0.23, -0.64], [3.47, 0.31, 0.06], [3.43, 2.05, 1.67], [2.11, 3.61, 3.11], [-0.34, 3.19, 3.39], [-1.36, 1.28, 2.19], [-1.88, -3.35, -2.78], [-2.85, -2.38, -2.97], [-2.59, -1.42, -2.06], [-1.48, -1.80, -1.32], [-1.08, -2.97, -1.78], [-1.79, -4.21, -3.30], [-3.61, -2.47, -3.73], [-3.11, -0.49, -1.88], [-0.25, -3.55, -1.41]]
}